i:
A gas-phase ion, C5H8NO (charge -1), computed with ωB97M-V with the def2-TZVPD basis set.

The geometry in XYZ format:
```
15
Properties=species:S:1:pos:R:3:nbo_charge:R:1
O 0.359 -0.424 -2.892 -0.631
N 0.984 -0.205 -1.755 -0.021
C -0.636 1.550 -0.323 -0.333
C 0.174 -0.789 -0.654 -0.121
C 1.056 -0.921 0.643 -0.614
C 0.491 1.811 -0.962 -0.298
C -1.016 0.031 -0.234 -0.451
H -1.391 -0.466 0.703 0.179
H -1.933 0.050 -0.938 0.201
H 0.491 -1.408 1.390 0.179
H 1.385 -0.031 1.013 0.207
H 0.066 -1.805 -0.993 0.196
H 0.818 2.716 -1.294 0.141
H -1.266 2.374 -0.009 0.165
H 1.899 -1.466 0.217 0.202
```

- total charge = -1
- orbital gap (alpha / beta) (eV) = 6.226 / 6.225
- E_LUMO (alpha / beta) (eV) = 4.358 / 4.358

ii:
2 unconnected molecules or ions with the total composition C5H8NO, computed with ωB97M-V with the def2-TZVPD basis set.

The geometry in XYZ format:
```
15
Properties=species:S:1:pos:R:3:nbo_charge:R:1
O 2.457 0.301 0.914 -0.646
N 1.772 0.241 -0.126 -0.091
C -0.829 -1.804 0.190 -0.415
C 0.461 0.356 -0.171 0.310
C -0.065 0.796 1.104 -0.698
C -0.209 0.688 -1.485 -0.652
C -1.729 -2.488 0.649 -0.645
H 0.555 0.321 1.783 0.258
H -0.241 1.934 1.248 0.186
H 0.521 0.617 -2.301 0.187
H -1.040 0.289 1.256 0.255
H 2.273 -0.171 -0.916 0.330
H -2.549 -2.733 1.185 0.172
H -0.505 1.708 -1.563 0.199
H -0.873 -0.056 -1.767 0.250
```

- total charge = -1
- orbital gap (alpha / beta) (eV) = 7.332 / 7.331
- E_LUMO (alpha / beta) (eV) = 4.072 / 4.072

Result of the stability comparison: ii is the least stable of them.

i:
CH2N4 in the gas phase, computed with ωB97M-V with the def2-TZVPD basis set.

The geometry in XYZ format:
```
7
Properties=species:S:1:pos:R:3:nbo_charge:R:1
N 0.479 -0.814 -0.379 -0.151
N -0.205 -0.334 0.904 -0.147
N -0.989 -0.959 -0.878 -0.008
N -1.498 -0.520 0.169 -0.016
C 0.582 0.544 -0.004 -0.120
H 0.133 1.394 -0.371 0.216
H 1.499 0.688 0.557 0.228
```

- total charge = 0
- orbital gap (eV) = 10.730
- structure (SMILES) = C1n2nnn21
- E_LUMO (eV) = 0.312

ii:
CH2N4 in the gas phase, computed with ωB97M-V with the def2-TZVPD basis set.

The geometry in XYZ format:
```
7
Properties=species:S:1:pos:R:3:nbo_charge:R:1
N 1.001 0.841 -0.094 -0.012
N -0.241 1.231 0.008 -0.265
N -0.383 -0.944 -0.055 -0.239
N 0.921 -0.513 -0.094 -0.232
C -1.011 0.139 0.015 0.109
H -2.056 0.140 -0.191 0.211
H 1.769 -0.893 0.411 0.428
```

- total charge = 0
- orbital gap (eV) = 11.792
- structure (SMILES) = c1nn[nH]n1
- E_LUMO (eV) = 0.636

iii:
CH2N4 in the gas phase, computed with ωB97M-V with the def2-TZVPD basis set.

The geometry in XYZ format:
```
7
Properties=species:S:1:pos:R:3:nbo_charge:R:1
N 1.037 -0.214 0.016 -0.176
N 0.755 1.092 0.020 -0.036
N -0.046 -0.980 -0.026 -0.252
N -0.547 1.176 -0.043 -0.261
C -1.052 -0.094 -0.009 0.081
H 1.967 -0.582 -0.092 0.418
H -2.114 -0.398 0.133 0.226
```

- total charge = 0
- orbital gap (eV) = 12.220
- structure (SMILES) = c1nn[nH]n1
- E_LUMO (eV) = 1.129

Result of the stability comparison: i is the least stable of them.